Entry A
Entry from OMol25: a cluster of 2 separate species, C3H9N2 in total (ωB97M-V/def2-TZVPD).

Properties
* E_HOMO: -15.234 eV
* total charge: +1
* HOMO-LUMO gap: 0.417 hartree

CARTESIAN COORDINATES (ANGSTROEM)
1 C 1.557 0.309 -0.691
2 C 1.417 0.419 0.729
3 C -2.525 0.146 0.186
4 N -1.529 -0.363 -0.309
5 N 0.929 -0.800 0.119
6 H 0.931 0.877 -1.316
7 H 2.515 0.050 -1.327
8 H 2.286 0.322 1.500
9 H 0.733 1.172 1.227
10 H -2.842 0.068 1.280
11 H -3.224 0.517 -0.524
12 H -1.355 -0.320 -1.304
13 H -0.449 -0.814 0.141
14 H 1.555 -1.583 0.289

=====

Entry B
Entry from OMol25: a cluster of 2 separate species, C3H9N2 in total (ωB97M-V/def2-TZVPD).

Properties
* E_HOMO: -14.467 eV
* total charge: +1
* HOMO-LUMO gap: 0.361 hartree

CARTESIAN COORDINATES (ANGSTROEM)
1 C 1.676 -0.558 -0.955
2 C 1.786 0.377 0.123
3 C -2.521 -0.464 -0.034
4 N -2.122 0.749 0.095
5 N 0.803 0.948 0.742
6 H 0.728 -0.871 -1.189
7 H 2.037 -1.450 -0.461
8 H 2.827 0.426 0.357
9 H -3.577 -0.881 -0.092
10 H -1.770 -1.140 -0.399
11 H -2.871 1.388 0.551
12 H 2.363 -0.315 -1.774
13 H -0.126 0.904 0.432
14 H 1.043 1.739 1.347

=====

Entry C
Entry from OMol25: a cluster of 2 separate species, C3H9N2 in total (ωB97M-V/def2-TZVPD).

Properties
* E_HOMO: -12.393 eV
* total charge: +1
* HOMO-LUMO gap: 0.260 hartree

CARTESIAN COORDINATES (ANGSTROEM)
1 C 0.878 -1.907 -1.000
2 N 1.437 -0.772 -1.101
3 H 1.261 -2.795 -1.500
4 H -0.197 -1.970 -0.846
5 H 0.926 0.068 -0.692
6 H 2.435 -0.668 -1.268
7 C -1.798 0.360 1.320
8 C -0.594 0.929 1.131
9 N -0.095 1.358 -0.152
10 H -2.744 0.786 1.009
11 H -1.831 -0.559 1.891
12 H 0.146 0.950 1.930
13 H -0.935 1.765 -0.579
14 H 0.575 2.129 -0.150

=====

Energetically preferred structure: entry B | next structure: +0.981 eV

=====

Entry A
Entry from OMol25: an isolated molecule of C8H12N2O (ωB97M-V/def2-TZVPD).

Properties
* E_HOMO (alpha / beta): -8.863 / -9.007 eV
* HOMO-LUMO gap (alpha / beta): 0.296 / 0.329 hartree

CARTESIAN COORDINATES (ANGSTROEM)
1 C 4.264 -0.241 0.468
2 C 3.764 -0.306 1.576
3 C -2.418 -0.004 -0.561
4 C -1.978 0.884 0.609
5 C -1.413 -1.266 -0.611
6 C -0.484 1.343 0.409
7 C -0.057 -0.702 -1.150
8 C 0.306 -0.031 0.139
9 N 3.886 -0.036 -0.796
10 N 1.758 0.191 0.299
11 O 2.474 0.159 -0.823
12 H 3.717 -0.371 2.637
13 H -3.496 -0.357 -0.255
14 H -2.368 0.633 -1.473
15 H -2.582 1.833 0.747
16 H -2.118 0.230 1.504
17 H -1.473 -1.705 0.326
18 H -1.890 -1.892 -1.380
19 H -0.588 2.059 -0.517
20 H -0.007 1.953 1.193
21 H 0.683 -1.512 -1.249
22 H -0.001 -0.141 -1.996
23 H 0.023 -0.721 0.902

=====

Entry B
Entry from OMol25: an isolated molecule of C8H12N2O (ωB97M-V/def2-TZVPD).

Properties
* E_HOMO: -8.630 eV
* HOMO-LUMO gap: 0.344 hartree

CARTESIAN COORDINATES (ANGSTROEM)
1 C 3.198 0.888 0.160
2 C 3.812 -0.323 -0.144
3 C 1.871 0.624 0.073
4 C 0.425 -1.261 -0.490
5 C 0.632 1.282 0.405
6 C -0.719 -0.378 -0.068
7 C -1.654 0.242 -1.150
8 C -1.589 -0.823 1.108
9 N 2.915 -1.237 -0.449
10 N 1.761 -0.687 -0.300
11 O 0.383 2.423 -0.344
12 H 3.682 1.776 0.552
13 H 4.809 -0.579 -0.351
14 H 0.438 -2.190 0.268
15 H 0.391 -1.569 -1.508
16 H 0.525 1.635 1.442
17 H -1.579 1.279 -1.190
18 H -2.707 -0.051 -1.003
19 H -1.190 -0.166 -2.092
20 H -2.505 -0.210 1.103
21 H -1.044 -0.907 2.069
22 H -1.931 -1.867 1.038
23 H 0.466 2.157 -1.277

=====

Energetically preferred structure: entry B | next structure: +5.897 eV

=====

Entry A
Entry from OMol25: an isolated molecule of C7H17NO (ωB97M-V/def2-TZVPD).

Properties
* E_HOMO: -9.276 eV
* HOMO-LUMO gap: 0.372 hartree

CARTESIAN COORDINATES (ANGSTROEM)
1 C -2.126 -1.285 0.426
2 C -1.443 -0.848 -0.834
3 C -0.089 -0.115 -0.739
4 C -0.256 1.379 -0.512
5 C -1.236 1.832 0.560
6 C 0.862 -0.879 0.217
7 O 0.716 -0.437 1.595
8 C 2.365 -0.866 -0.155
9 N 3.068 0.435 -0.162
10 H -1.493 -1.931 1.046
11 H -2.455 -0.426 1.054
12 H -3.101 -1.790 0.221
13 H -1.235 -1.753 -1.467
14 H -2.148 -0.313 -1.487
15 H 0.354 -0.256 -1.743
16 H -0.520 1.948 -1.412
17 H 0.744 1.784 -0.276
18 H -1.022 1.405 1.544
19 H -1.210 2.929 0.624
20 H -2.273 1.586 0.309
21 H 0.534 -1.931 0.262
22 H 0.979 0.496 1.666
23 H 2.894 -1.563 0.500
24 H 2.421 -1.354 -1.158
25 H 3.026 0.873 0.749
26 H 2.643 1.079 -0.827

=====

Entry B
Entry from OMol25: a cluster of 2 separate species, C7H17NO in total (ωB97M-V/def2-TZVPD).

Properties
* E_HOMO: -9.430 eV
* HOMO-LUMO gap: 0.376 hartree

CARTESIAN COORDINATES (ANGSTROEM)
1 C -0.391 0.026 -0.447
2 C -0.050 -1.412 -0.922
3 N -0.104 -2.512 0.057
4 C -1.482 -2.708 0.596
5 C 0.754 -2.259 1.144
6 C 2.045 -1.499 1.036
7 O 0.621 -2.834 2.210
8 H -0.627 0.208 0.599
9 H -1.243 0.173 -1.059
10 H 0.274 0.878 -0.865
11 H -1.042 -1.472 -1.459
12 H 0.870 -1.333 -1.513
13 H -1.450 -3.677 1.083
14 H -1.606 -2.127 1.544
15 H -2.126 -2.756 -0.320
16 H 2.891 -2.123 0.635
17 H 2.325 -0.902 1.890
18 H 2.096 -0.602 0.351
19 C -0.761 3.355 -1.082
20 C 0.357 3.507 -0.090
21 H -0.805 3.971 -1.964
22 H -0.815 2.314 -1.519
23 H -1.690 3.228 -0.597
24 H 0.515 4.509 0.334
25 H 0.117 2.858 0.838
26 H 1.325 3.188 -0.482

=====

Entry C
Entry from OMol25: a structure of composition C7H17NO (ωB97M-V/def2-TZVPD).

Properties
* E_HOMO: -5.973 eV
* HOMO-LUMO gap: 0.240 hartree

CARTESIAN COORDINATES (ANGSTROEM)
1 C -1.080 0.417 1.380
2 C -1.541 1.844 1.103
3 C 1.424 0.964 1.334
4 C 0.297 0.087 0.885
5 C 0.521 -1.195 0.278
6 O -1.206 0.254 2.824
7 H -0.743 -0.560 3.052
8 H -1.800 -0.273 0.910
9 H -1.586 2.034 0.029
10 H -0.860 2.560 1.561
11 H -2.541 1.995 1.512
12 H 2.378 0.434 1.301
13 H 1.520 1.858 0.694
14 H 1.280 1.331 2.355
15 H 1.564 -1.510 0.231
16 H -0.125 -2.011 0.622
17 C 0.609 0.661 -1.794
18 C 0.112 -2.195 -2.341
19 N 0.102 -1.069 -1.396
20 H -0.874 -0.932 -1.139
21 H -0.036 -1.838 -3.360
22 H 0.017 1.456 -1.353
23 H 1.646 0.724 -1.489
24 H 0.515 0.573 -2.874
25 H 1.078 -2.695 -2.252
26 H -0.670 -2.914 -2.073

=====

Energetically preferred structure: entry A | next structure: +1.916 eV

=====

Entry A
Entry from OMol25: a structure of composition C7H17NO (ωB97M-V/def2-TZVPD).

Properties
* E_HOMO: -8.689 eV
* HOMO-LUMO gap: 0.342 hartree

CARTESIAN COORDINATES (ANGSTROEM)
1 C 0.918 -1.883 0.908
2 C 1.567 -0.611 1.319
3 C -1.662 -1.194 1.904
4 N 0.553 -2.054 -0.312
5 H 0.979 -2.720 1.609
6 H 0.225 -2.981 -0.557
7 H -0.323 -1.104 -0.783
8 H 1.262 0.207 0.669
9 H 2.651 -0.734 1.272
10 H 1.298 -0.368 2.345
11 H -1.711 -2.269 2.066
12 H -2.652 -0.777 2.078
13 H -1.026 -0.718 2.644
14 C -1.277 1.033 -0.881
15 C 0.712 1.185 -2.463
16 C 0.060 1.665 -1.202
17 C 0.584 2.612 -0.433
18 O -1.277 -0.366 -0.887
19 H -1.492 -0.862 0.776
20 H -2.011 1.367 -1.625
21 H -1.629 1.413 0.090
22 H 0.050 1.351 -3.316
23 H 0.903 0.112 -2.400
24 H 1.648 1.708 -2.652
25 H 0.112 2.918 0.490
26 H 1.536 3.071 -0.659

=====

Entry B
Entry from OMol25: a cluster of 2 separate species, C7H17NO in total (ωB97M-V/def2-TZVPD).

Properties
* E_HOMO: -8.977 eV
* HOMO-LUMO gap: 0.331 hartree

CARTESIAN COORDINATES (ANGSTROEM)
1 C 2.272 -1.895 0.611
2 C 1.309 -1.399 -0.478
3 C 1.875 -1.560 -1.880
4 N 1.014 -0.013 -0.093
5 O 1.589 0.867 -0.709
6 H 1.848 -1.720 1.599
7 H 3.219 -1.363 0.543
8 H 2.457 -2.960 0.481
9 H 0.359 -1.933 -0.368
10 H 1.181 -1.164 -2.621
11 H 2.072 -2.600 -2.088
12 H 2.819 -1.012 -1.970
13 C -1.370 2.609 0.208
14 C -1.955 1.281 0.655
15 C -1.859 0.201 -0.603
16 C -1.266 0.723 1.869
17 H -1.456 3.351 1.005
18 H -0.317 2.496 -0.033
19 H -1.893 2.991 -0.669
20 H -3.029 1.387 0.841
21 H -2.279 -0.748 -0.276
22 H -0.913 0.091 -1.121
23 H -2.496 0.644 -1.366
24 H -0.268 0.366 1.536
25 H -1.102 1.478 2.635
26 H -1.811 -0.117 2.293

=====

Energetically preferred structure: entry A | next structure: +0.132 eV

=====

Entry A
Entry from OMol25: a cluster of 2 separate species, C7H17NO in total (ωB97M-V/def2-TZVPD).

Properties
* E_HOMO: -7.480 eV
* HOMO-LUMO gap: 0.307 hartree

CARTESIAN COORDINATES (ANGSTROEM)
1 C -0.302 1.994 1.899
2 C 0.797 1.466 1.021
3 C 1.473 0.312 1.273
4 N 1.232 -0.504 2.360
5 H 0.064 2.353 2.865
6 H -0.810 2.810 1.383
7 H -1.040 1.212 2.102
8 H 1.262 2.151 0.327
9 H 2.453 0.159 0.845
10 H 0.292 -0.455 2.724
11 H 1.551 -1.455 2.248
12 C 1.783 -1.042 -1.523
13 O 0.572 -0.402 -1.359
14 C -1.076 -0.039 -0.871
15 C -1.693 0.117 -2.240
16 C -1.430 -1.320 -0.159
17 H 2.406 -0.315 -2.077
18 H 1.649 -1.886 -2.219
19 H 2.168 -1.608 -0.659
20 H -1.312 0.843 -0.276
21 H -1.532 -0.774 -2.841
22 H -1.251 0.960 -2.768
23 H -2.761 0.343 -2.144
24 H -0.800 -1.455 0.719
25 H -2.478 -1.281 0.154
26 H -1.216 -2.184 -0.784

=====

Entry B
Entry from OMol25: a cluster of 3 separate species, C7H17NO in total (ωB97M-V/def2-TZVPD).

Properties
* E_HOMO (alpha / beta): -6.003 / -6.161 eV
* HOMO-LUMO gap (alpha / beta): 0.245 / 0.250 hartree

CARTESIAN COORDINATES (ANGSTROEM)
1 C 1.330 0.051 -0.260
2 C -1.127 0.470 -0.479
3 C -0.788 -0.008 0.770
4 C 1.469 -1.258 -0.989
5 C 1.663 1.252 -1.113
6 C 2.074 0.065 1.055
7 C -3.172 0.773 0.545
8 N -0.966 -1.322 1.153
9 O -1.409 -0.300 -1.553
10 H -1.255 -1.232 -1.345
11 H -0.990 1.512 -0.716
12 H -0.543 0.725 1.525
13 H -0.812 -1.503 2.132
14 H -1.808 -1.770 0.819
15 H 2.528 -1.496 -1.188
16 H 1.072 -2.090 -0.399
17 H 0.975 -1.238 -1.964
18 H 2.736 1.274 -1.368
19 H 1.442 2.191 -0.597
20 H 1.119 1.245 -2.061
21 H 1.812 -0.791 1.683
22 H 3.164 0.016 0.893
23 H 1.890 0.982 1.622
24 H -3.521 1.586 -0.087
25 H -3.209 1.031 1.601
26 H -3.675 -0.166 0.322

=====

Energetically preferred structure: entry A | next structure: +1.033 eV

=====

Entry A
Entry from OMol25: an isolated molecule of C4H4FNOS (ωB97M-V/def2-TZVPD).

Properties
* E_HOMO: -8.563 eV
* HOMO-LUMO gap: 0.340 hartree

CARTESIAN COORDINATES (ANGSTROEM)
1 F -1.757 -0.826 -0.284
2 C -1.847 -0.017 0.858
3 C -0.729 0.575 1.143
4 C 0.543 0.596 0.276
5 O 0.268 0.932 -1.144
6 N 0.953 0.194 -1.963
7 C 1.502 -0.848 -1.498
8 S 1.081 -1.120 0.174
9 H -2.665 -0.339 1.601
10 H -0.542 1.275 2.026
11 H 1.340 1.198 0.900
12 H 1.854 -1.621 -2.089

=====

Entry B
Entry from OMol25: an isolated molecule of C4H4FNOS (ωB97M-V/def2-TZVPD).

Properties
* E_HOMO: -9.392 eV
* HOMO-LUMO gap: 0.296 hartree

CARTESIAN COORDINATES (ANGSTROEM)
1 N -0.812 -0.045 -1.712
2 C -0.997 -0.388 -0.437
3 O -1.971 -0.990 -0.067
4 C 0.211 -0.158 0.575
5 C 1.593 -0.102 0.038
6 S 2.213 -0.061 -1.497
7 C -0.113 0.439 1.785
8 F -1.433 0.622 2.160
9 H 0.090 0.390 -2.041
10 H -1.780 -0.065 -2.313
11 H 2.339 -0.324 0.905
12 H 0.659 0.681 2.604

=====

Energetically preferred structure: entry B | next structure: +2.081 eV

=====

Entry A
Entry from OMol25: an isolated molecule of C3H9NP2 (ωB97M-V/def2-TZVPD).

Properties
* E_HOMO: -6.756 eV
* HOMO-LUMO gap: 0.288 hartree

CARTESIAN COORDINATES (ANGSTROEM)
1 C -1.935 -0.127 0.661
2 P -0.576 0.110 -0.554
3 C 0.446 1.404 0.039
4 N 1.845 1.097 -0.029
5 P 2.142 -0.536 0.267
6 C 0.616 -1.276 -0.525
7 H -2.882 -0.449 0.396
8 H -2.075 0.768 1.246
9 H -1.485 -0.656 1.502
10 H -1.162 0.029 -1.861
11 H 0.297 2.459 -0.288
12 H 2.350 1.428 -0.798
13 H 1.491 -0.650 1.434
14 H 0.175 -2.049 0.008
15 H 0.754 -1.552 -1.499

=====

Entry B
Entry from OMol25: an isolated molecule of C3H9NP2 (ωB97M-V/def2-TZVPD).

Properties
* E_HOMO: -9.012 eV
* HOMO-LUMO gap: 0.361 hartree

CARTESIAN COORDINATES (ANGSTROEM)
1 C -0.542 1.566 1.262
2 C -0.332 0.249 0.556
3 N -1.295 0.033 -0.574
4 P -0.554 -0.785 -1.896
5 C 0.986 -1.440 -1.073
6 P 1.457 0.035 0.053
7 H -0.718 2.338 0.446
8 H 0.443 1.638 1.963
9 H -1.493 1.577 1.808
10 H -0.700 -0.529 1.366
11 H -2.090 -0.559 -0.463
12 H 0.140 0.492 -2.360
13 H 1.792 -1.665 -1.867
14 H 1.012 -2.364 -0.576
15 H 1.895 -0.584 1.356

=====

Energetically preferred structure: entry B | next structure: +0.951 eV

=====

Entry A
Entry from OMol25: an isolated molecule of C8H18Si (ωB97M-V/def2-TZVPD).

Properties
* E_HOMO: -8.492 eV
* HOMO-LUMO gap: 0.348 hartree

CARTESIAN COORDINATES (ANGSTROEM)
1 C -0.833 -1.349 -0.091
2 C 0.703 -1.147 0.221
3 C -1.357 -0.114 -0.823
4 C 0.893 0.270 0.679
5 C -0.739 1.125 -0.360
6 C 1.234 -2.292 1.261
7 C -1.074 -0.391 -2.394
8 C 1.988 1.187 0.223
9 Si -1.291 2.349 0.966
10 H -1.087 -2.330 -0.522
11 H -1.413 -1.427 0.904
12 H 1.342 -1.279 -0.621
13 H -2.480 -0.068 -0.758
14 H 0.521 0.480 1.726
15 H -0.260 1.755 -1.178
16 H 0.709 -2.554 2.067
17 H 2.195 -2.096 1.614
18 H 1.451 -3.168 0.655
19 H -0.027 -0.500 -2.448
20 H -1.637 0.421 -2.847
21 H -1.499 -1.277 -2.676
22 H 2.173 1.155 -0.831
23 H 2.905 0.769 0.554
24 H 1.740 2.220 0.525
25 H -1.647 1.878 2.280
26 H -2.523 3.240 0.712
27 H 0.014 3.140 1.161

=====

Entry B
Entry from OMol25: a cluster of 2 separate species, C8H18Si in total (ωB97M-V/def2-TZVPD).

Properties
* E_HOMO: -7.304 eV
* HOMO-LUMO gap: 0.302 hartree

CARTESIAN COORDINATES (ANGSTROEM)
1 C 0.216 0.700 -3.016
2 C 1.228 -0.374 -2.966
3 C 0.095 -0.303 -1.893
4 C -1.140 0.699 2.460
5 C -2.382 -1.442 1.176
6 C 1.327 1.697 0.126
7 C 1.942 -1.501 0.180
8 C -1.646 -0.081 1.145
9 Si 0.710 -0.024 -0.163
10 H 0.377 1.655 -2.673
11 H -0.668 0.707 -3.677
12 H 1.184 -1.243 -3.563
13 H 2.183 -0.186 -2.575
14 H -0.750 -1.040 -2.035
15 H -0.512 -0.041 2.949
16 H -0.658 1.563 2.206
17 H -2.037 0.921 3.021
18 H -3.343 -1.338 0.756
19 H -2.481 -1.799 2.295
20 H -1.942 -2.225 0.519
21 H 1.569 1.795 1.180
22 H 2.186 1.968 -0.486
23 H 0.568 2.486 -0.089
24 H 1.333 -2.330 -0.143
25 H 2.854 -1.265 -0.326
26 H 2.014 -1.741 1.272
27 H -2.246 0.657 0.582

=====

Energetically preferred structure: entry A | next structure: +0.090 eV